#one
Formula: C2H5N3S
Source: OMol25
Level of theory: wB97M-V/def2-TZVPD

Last column: Mulliken charge in e.
Positions of all 11 atoms, in Å:
1 N -1.909 0.741 -0.692  -0.154
2 S -1.713 -0.292 0.353  0.404
3 C -0.340 0.807 0.795  0.016
4 N 0.807 0.257 0.305  -0.111
5 C 0.843 -1.076 0.185  0.096
6 N -0.320 -1.630 0.111  -0.254
7 H -1.741 1.461 -1.382  0.380
8 H -0.407 1.870 1.018  0.478
9 H 1.793 0.685 0.072  0.387
10 H 1.833 -1.434 0.001  0.429
11 H -0.312 -2.587 -0.306  0.330

## Properties
* SMILES: [NH+]#S1=C[NH+]=CN1
* LUMO energy (alpha / beta): -11.85 / -11.85 eV
* total charge: +2
* HOMO-LUMO gap (alpha / beta): 8.80 / 8.80 eV
* HOMO energy (alpha / beta): -20.65 / -20.65 eV


#two
Formula: C2H5N3S
Source: OMol25
Level of theory: wB97M-V/def2-TZVPD

Last column: Mulliken charge in e.
Positions of all 11 atoms, in Å:
1 C -0.127 1.169 0.452  0.013
2 C 0.456 -0.673 -0.921  0.077
3 N -1.265 0.555 0.628  -0.189
4 N 0.772 0.628 -0.378  -0.068
5 N 0.250 -1.814 0.029  -0.154
6 S -1.230 -1.155 -0.193  0.462
7 H 0.028 2.220 0.842  0.402
8 H 0.810 -1.098 -1.956  0.451
9 H -1.971 0.772 1.351  0.347
10 H 1.468 1.279 -0.717  0.318
11 H 0.808 -1.884 0.864  0.341

## Properties
* LUMO energy: -11.03 eV
* total charge: +2
* HOMO-LUMO gap: 10.79 eV
* HOMO energy: -21.83 eV


Which one is the most stable? From the structures above, #two.